[1]
{
  "formula": "C24H30N4Pt",
  "method": "ωB97M-V/def2-TZVPD",
  "elements": ["Pt", "C", "C", "C", "C", "C", "C", "C", "N", "N", "C", "C", "C", "C", "C", "C", "N", "C", "C", "C", "C", "C", "C", "N", "H", "H", "H", "H", "H", "H", "H", "H", "H", "H", "H", "H", "H", "H", "H", "H", "H", "H", "H", "H", "C", "C", "C", "C", "C", "H", "H", "H", "H", "H", "H", "H", "H", "H", "H"],
  "xyz": [[0.176, -0.465, 0.758], [1.671, 1.038, -1.975], [2.308, 1.884, -0.862], [2.938, 1.132, 0.290], [4.281, 1.368, 0.578], [4.896, 0.732, 1.635], [4.144, -0.141, 2.399], [2.817, -0.333, 2.065], [2.210, 0.281, 1.032], [0.294, 0.695, -1.696], [-0.205, -0.421, -2.462], [0.428, -1.760, -2.127], [0.253, -2.825, -3.005], [0.763, -4.066, -2.683], [1.464, -4.201, -1.495], [1.612, -3.087, -0.690], [1.088, -1.896, -0.977], [-0.619, 1.830, -1.690], [-1.342, 2.086, -0.374], [-2.612, 2.653, -0.381], [-3.188, 3.038, 0.815], [-2.464, 2.853, 1.984], [-1.226, 2.244, 1.901], [-0.676, 1.844, 0.753], [2.240, 0.113, -2.077], [1.753, 1.583, -2.930], [1.564, 2.571, -0.452], [3.095, 2.488, -1.316], [4.840, 2.059, -0.040], [5.940, 0.912, 1.857], [4.570, -0.662, 3.245], [2.186, -0.997, 2.634], [-0.104, -0.253, -3.547], [-1.270, -0.521, -2.241], [-0.275, -2.666, -3.938], [0.617, -4.912, -3.343], [1.901, -5.146, -1.200], [2.178, -3.140, 0.234], [-1.364, 1.727, -2.485], [-0.059, 2.742, -1.919], [-3.133, 2.798, -1.321], [-4.177, 3.479, 0.836], [-2.852, 3.169, 2.944], [-0.640, 2.049, 2.792], [-1.039, -3.356, 2.062], [-2.108, -2.540, 1.331], [-2.494, -3.283, 0.037], [-3.350, -2.442, 2.224], [-1.636, -1.146, 0.975], [-1.317, -4.416, 2.104], [-0.915, -2.990, 3.084], [-0.080, -3.261, 1.555], [-2.849, -4.296, 0.256], [-1.632, -3.362, -0.633], [-3.290, -2.748, -0.489], [-3.739, -3.440, 2.453], [-4.141, -1.871, 1.729], [-3.105, -1.941, 3.163], [-2.494, -0.531, 0.661]],
  "lowdin_charge": [0.84, -0.18, -0.11, -0.25, -0.03, -0.07, -0.06, -0.14, -0.04, -0.21, -0.15, -0.27, -0.03, -0.07, -0.06, -0.14, 0.03, -0.13, -0.28, -0.04, -0.07, -0.07, -0.15, 0.01, 0.12, 0.12, 0.11, 0.11, 0.11, 0.11, 0.10, 0.09, 0.13, 0.13, 0.12, 0.11, 0.10, 0.11, 0.12, 0.13, 0.11, 0.10, 0.10, 0.10, -0.10, -0.72, -0.06, -0.08, -0.24, 0.08, 0.07, 0.03, 0.08, 0.06, 0.08, 0.08, 0.08, 0.08, 0.02],
  "molar_mass_g_mol": 569.61,
  "lumo_ev": [0.6214, 0.6190],
  "gap_ha": [0.209, 0.214],
  "total_charge": 0,
  "total_energy_ha": -1270.758688,
  "e_homo_ev": [-5.066, -5.211]
}

[2]
{
  "formula": "C2H5NO2",
  "method": "ωB97M-V/def2-TZVPD",
  "elements": ["C", "N", "C", "O", "O", "H", "H", "H", "H", "H"],
  "xyz": [[-0.277, 1.172, 0.198], [-0.154, -0.103, -0.482], [1.652, -0.850, -0.188], [-1.018, -1.072, 0.029], [1.417, -1.843, 0.373], [-0.420, -1.752, 0.428], [-0.323, -0.018, -1.484], [-1.276, 1.602, 0.091], [0.467, 1.845, -0.221], [-0.068, 1.019, 1.256]],
  "lowdin_charge": [-0.08, -0.26, -0.05, -0.06, -0.03, 0.08, 0.14, 0.09, 0.09, 0.09],
  "molar_mass_g_mol": 75.07,
  "lumo_ev": 1.0141,
  "gap_ha": 0.374,
  "total_charge": 0,
  "total_energy_ha": -284.347065,
  "e_homo_ev": -9.171,
  "relative_energy_kcal_mol": 75.5
}

[3]
{
  "formula": "C2H3FNOP",
  "method": "ωB97M-V/def2-TZVPD",
  "elements": ["C", "C", "N", "O", "F", "P", "H", "H", "H"],
  "xyz": [[-0.938, 0.470, 0.075], [-0.174, -0.840, -0.171], [-2.198, 0.652, 0.219], [-0.798, -1.957, -0.114], [-4.334, 0.326, -0.739], [-3.507, -0.261, 0.513], [-0.485, 1.459, 0.048], [0.354, -0.733, -1.179], [0.779, -0.674, 0.486]],
  "lowdin_charge": [-0.14, -0.53, -0.21, -0.20, -0.35, 1.03, 0.12, 0.13, 0.15],
  "molar_mass_g_mol": 107.02,
  "lumo_ev": [-2.0693, -2.0654],
  "gap_ha": [0.227, 0.227],
  "total_charge": 0,
  "total_energy_ha": -649.125475,
  "e_homo_ev": [-8.251, -8.255],
  "relative_energy_kcal_mol": 80.2
}

[4]
{
  "formula": "C23H45CrN2OP2",
  "method": "ωB97M-V/def2-TZVPD",
  "elements": ["Cr", "P", "P", "N", "C", "H", "H", "C", "H", "H", "C", "H", "H", "C", "H", "H", "C", "C", "H", "H", "H", "C", "C", "H", "H", "H", "C", "C", "H", "H", "H", "C", "C", "H", "H", "H", "C", "O", "C", "H", "H", "H", "C", "H", "H", "H", "C", "H", "H", "H", "C", "H", "H", "H", "H", "H", "H", "H", "H", "H", "C", "C", "C", "C", "N", "C", "C", "H", "H", "H", "H", "H", "H", "H"],
  "xyz": [[0.548, -0.081, 0.169], [0.063, -2.072, -1.086], [0.199, 2.240, 0.715], [1.217, 0.593, -1.507], [0.949, -1.607, -2.635], [1.814, -2.269, -2.754], [0.253, -1.781, -3.456], [1.477, -0.168, -2.728], [2.554, -0.206, -3.021], [0.921, 0.349, -3.567], [1.095, 2.076, -1.870], [0.017, 2.184, -2.195], [1.730, 2.407, -2.678], [1.324, 2.869, -0.581], [1.223, 3.934, -0.747], [2.342, 2.655, -0.245], [0.987, 2.948, 2.230], [1.983, 1.967, 2.844], [2.708, 1.579, 2.121], [1.467, 1.114, 3.306], [2.542, 2.488, 3.636], [-1.388, 3.132, 0.396], [-2.536, 2.778, 1.354], [-3.493, 2.882, 0.820], [-2.566, 3.463, 2.211], [-2.492, 1.747, 1.729], [-1.611, -2.668, -1.636], [-2.363, -3.444, -0.550], [-3.398, -3.579, -0.889], [-2.408, -2.921, 0.417], [-1.933, -4.444, -0.406], [1.034, -3.533, -0.455], [0.549, -4.014, 0.909], [1.258, -4.765, 1.277], [-0.437, -4.488, 0.854], [0.500, -3.214, 1.657], [2.238, -0.554, 0.668], [3.411, -0.726, 0.746], [-1.147, 4.659, 0.303], [-0.125, 4.974, 0.580], [-1.318, 5.002, -0.728], [-1.849, 5.200, 0.952], [-1.592, -3.437, -2.977], [-2.366, -4.216, -2.965], [-1.801, -2.759, -3.819], [-0.637, -3.933, -3.187], [1.118, -4.680, -1.462], [1.784, -5.445, -1.045], [0.141, -5.151, -1.627], [1.543, -4.366, -2.423], [-0.026, 3.435, 3.265], [-0.728, 2.640, 3.554], [0.516, 3.745, 4.169], [-0.597, 4.304, 2.911], [1.542, 3.811, 1.826], [2.040, -3.098, -0.331], [-1.665, 2.770, -0.609], [-2.155, -1.727, -1.805], [-2.744, 0.280, -1.882], [-2.052, 0.480, -2.157], [-2.822, -1.779, 5.372], [-2.086, -1.403, 4.119], [-0.697, -1.402, 4.066], [-0.021, -1.032, 2.896], [-0.682, -0.664, 1.773], [-2.041, -0.685, 1.790], [-2.768, -1.035, 2.950], [-2.110, -2.090, 6.138], [-3.402, -0.942, 5.770], [-3.526, -2.597, 5.203], [-0.112, -1.688, 4.949], [1.070, -1.031, 2.843], [-2.556, -0.411, 0.876], [-3.855, -1.020, 2.932]],
  "lowdin_spin": [3.08, -0.01, 0.00, -0.38, 0.00, 0.00, 0.00, -0.03, -0.02, -0.01, -0.01, -0.01, 0.00, 0.01, 0.00, 0.00, 0.00, 0.01, 0.00, 0.00, 0.00, 0.00, 0.00, 0.00, 0.00, 0.00, 0.00, 0.00, 0.00, 0.00, 0.00, 0.01, 0.00, 0.00, 0.00, 0.00, 0.13, 0.16, 0.00, 0.00, 0.00, 0.00, 0.00, 0.00, 0.00, 0.00, 0.00, 0.00, 0.00, 0.00, 0.00, 0.00, 0.00, 0.00, 0.00, 0.00, 0.00, 0.00, 0.00, 0.01, 0.00, 0.01, 0.00, 0.02, 0.01, 0.01, 0.00, 0.00, 0.00, 0.00, 0.00, 0.01, 0.00, 0.00],
  "molar_mass_g_mol": 479.57,
  "lumo_ev": [-7.4195, -7.5336],
  "gap_ha": [0.266, 0.284],
  "multiplicity": 4,
  "total_charge": 2,
  "total_energy_ha": -2814.739046,
  "e_homo_ev": [-14.659, -15.262],
  "relative_energy_kcal_mol": 0.0
}

[5]
{
  "formula": "C3H9N4",
  "method": "ωB97M-V/def2-TZVPD",
  "elements": ["C", "C", "C", "N", "N", "N", "N", "H", "H", "H", "H", "H", "H", "H", "H", "H"],
  "xyz": [[-0.267, 0.594, 1.689], [0.928, -0.328, -1.400], [-1.414, 0.111, 1.264], [1.903, -0.835, -0.951], [-0.305, -0.246, -1.635], [3.213, -0.653, -0.828], [-2.104, 0.545, 0.031], [0.114, 0.250, 2.738], [-1.987, -0.372, 1.990], [0.189, 1.366, 1.077], [-0.644, -0.803, -2.384], [-1.170, 0.465, -0.704], [3.289, 0.089, -0.183], [3.601, -1.494, -0.368], [-2.567, 1.442, 0.026], [-2.780, -0.130, -0.361]],
  "lowdin_charge": [0.04, -0.17, -0.19, 0.04, 0.10, 0.07, 0.10, 0.13, 0.09, 0.07, 0.10, 0.09, 0.09, 0.13, 0.15, 0.16],
  "molar_mass_g_mol": 101.13,
  "lumo_ev": -3.2516,
  "gap_ha": 0.363,
  "total_charge": 1,
  "total_energy_ha": -338.364712,
  "e_homo_ev": -13.129,
  "relative_energy_kcal_mol": 98.0
}

[6]
{
  "formula": "C5H9N2",
  "method": "ωB97M-V/def2-TZVPD",
  "elements": ["C", "C", "C", "C", "C", "N", "N", "H", "H", "H", "H", "H", "H", "H", "H", "H"],
  "xyz": [[2.106, 0.896, 0.965], [1.532, -0.855, -0.734], [-1.618, 0.509, 0.582], [-1.685, 0.011, -0.806], [0.458, -0.862, 0.273], [1.397, 0.023, 0.417], [-0.920, -0.692, 0.219], [1.860, 1.487, 1.940], [2.992, 1.073, 0.384], [2.175, -1.657, -0.705], [1.336, -0.329, -1.606], [-1.120, 1.389, 0.849], [-2.603, 0.395, 1.190], [-2.469, -0.566, -1.137], [-1.266, 0.608, -1.511], [-1.422, -1.470, 0.672]],
  "lowdin_charge": [0.10, 0.05, -0.02, 0.02, -0.20, -0.12, 0.00, 0.14, 0.10, 0.10, 0.10, 0.11, 0.18, 0.12, 0.11, 0.21],
  "molar_mass_g_mol": 97.14,
  "lumo_ev": [-3.3060, -3.3062],
  "gap_ha": [0.323, 0.323],
  "total_charge": 1,
  "total_energy_ha": -304.959644,
  "e_homo_ev": [-12.088, -12.087],
  "relative_energy_kcal_mol": 169.7
}